Molecular formula: ClF2O4Sr
Method: DFT, the ωB97M-V functional and the def2-TZVPD basis

```
! RIJCOSX wB97M-V def2-TZVPD def2/J DEFGRID3
* xyz -1 1
Sr -0.540 -0.582 -1.736
F 0.725 0.885 -2.238
F -0.226 -0.677 -3.775
Cl -0.015 0.032 1.550
O -0.397 -0.218 0.149
O -0.796 1.157 2.076
O -0.035 -1.158 2.487
O 1.283 0.562 1.487
*
```

The value obtained for the gap between HOMO and LUMO is 8.340 eV. As for the HOMO energy: -5.85 eV. The calculation puts the LUMO energy at 2.5 eV. The value obtained for the energy above the lowest of the compared OMol25 structures with the same formula, charge and spin is 3.214 eV.